Density functional theory data (wB97M-V/def2-TZVPD) for a molecular structure, C31H25AuGeNOPSe2 in a non-equilibrium geometry.

Geometry as XYZ:
```
63
Properties=species:S:1:pos:R:3:forces:R:3:mulliken_spin:R:1
Au 0.470587 0.603106 -1.373798 1.3865 0.1181 0.6075 0.03
Se 3.022721 -0.088961 -1.253278 -0.6773 -0.2548 -0.1697 0.28
P 2.988216 -0.174052 0.929531 0.3660 -0.3552 0.1973 -0.05
Se 0.859713 -0.081862 1.465205 -0.0089 -0.0234 -0.5037 0.69
C 3.814426 1.288557 1.595018 -0.0393 -0.0663 0.0653 0.01
C 4.754438 1.320646 2.625120 -0.1056 0.1992 -0.1336 0.00
C 5.214340 2.543042 3.096391 0.0377 -0.0563 0.0299 0.00
C 4.736502 3.727089 2.560262 -0.0353 0.0418 -0.0166 0.00
C 3.807231 3.696891 1.527177 -0.0215 -0.0215 -0.0186 0.00
C 3.345477 2.484954 1.043498 0.0894 0.1153 0.0445 0.00
C 3.585535 -1.814011 1.430486 0.0939 0.1660 0.1694 0.02
C 2.952966 -2.883583 0.789359 0.0940 -0.0472 0.0731 0.00
C 3.293355 -4.184439 1.109410 -0.0031 -0.0066 -0.0045 0.00
C 4.258799 -4.434913 2.078881 -0.0381 -0.0609 -0.0207 0.00
C 4.883400 -3.381192 2.720944 0.0385 0.0997 0.0344 0.00
C 4.550269 -2.068991 2.404001 -0.1373 -0.1930 -0.1821 0.00
H 5.138858 0.425474 3.070860 0.0371 -0.0267 0.0771 0.00
H 5.950319 2.563093 3.890714 -0.0521 -0.0082 -0.0271 0.00
H 5.082848 4.675484 2.952836 0.0116 -0.0424 -0.0611 0.00
H 3.437486 4.618180 1.094908 0.0131 -0.0341 0.0265 0.00
H 2.619006 2.474477 0.239235 -0.0199 0.0227 0.0140 0.00
H 2.197239 -2.693415 0.039712 -0.0102 -0.0031 -0.0547 0.00
H 2.809371 -5.007421 0.598573 0.0022 0.0352 0.0342 0.00
H 4.518188 -5.454785 2.335830 -0.0005 0.0487 -0.0389 0.00
H 5.638537 -3.571468 3.473691 -0.0469 0.0164 -0.0315 0.00
H 5.049776 -1.273796 2.919376 0.0816 -0.0032 0.0598 0.00
O -1.356711 4.190137 -0.940570 0.4262 -0.3110 -0.0436 0.01
C -0.499123 3.407082 -1.096125 0.5262 -0.3780 -0.0772 0.00
N 0.456522 2.650212 -1.239727 -1.4279 0.5800 0.0266 0.00
C -3.049311 -0.029765 3.350862 0.0356 -0.0066 -0.0490 0.00
C -2.406148 1.070050 2.790071 -0.0636 0.0029 -0.0077 0.01
C -2.085469 1.065829 1.441115 -0.2637 -0.0290 0.0184 0.01
C -2.410257 -0.039200 0.645638 0.4156 -0.0174 0.2007 0.01
C -3.054163 -1.140693 1.214952 0.0963 0.0791 0.0133 0.00
C -3.374350 -1.130232 2.565720 -0.0130 0.0248 0.0281 0.00
Ge -1.943961 -0.028167 -1.217930 -1.5918 0.7448 0.0505 0.01
C -2.728023 1.488846 -2.113580 0.2864 0.0480 -0.1532 0.00
C -3.635690 2.318506 -1.450361 -0.0335 -0.1165 -0.1980 0.00
C -4.178604 3.413510 -2.111433 -0.0811 -0.0241 -0.0177 0.00
C -3.800816 3.700538 -3.413956 -0.0080 -0.0531 0.0041 0.00
C -2.878905 2.891726 -4.074969 0.0883 -0.0105 0.0631 0.00
C -2.336683 1.794161 -3.426035 -0.2332 0.1132 0.0912 0.00
C -2.285530 -1.679863 -2.116051 0.7598 -0.2148 -0.0373 0.01
C -1.715135 -2.868987 -1.643048 -0.0975 -0.0234 -0.1284 0.00
C -1.963166 -4.063722 -2.301173 -0.0142 0.0111 -0.0040 0.00
C -2.769491 -4.072830 -3.434846 0.0006 0.0852 0.0116 0.00
C -3.335666 -2.892851 -3.907575 -0.0104 -0.0501 0.0268 0.00
C -3.088861 -1.692201 -3.258354 0.0467 -0.0534 -0.0137 0.00
H -3.302829 -0.025458 4.404051 0.0232 -0.0109 -0.0405 0.00
H -2.158499 1.929706 3.401817 -0.0294 -0.0514 -0.0251 0.00
H -1.603750 1.933928 1.001792 0.0426 -0.0434 0.0378 -0.01
H -3.314889 -1.998238 0.605284 0.0297 0.0037 0.0280 0.00
H -3.872029 -1.985119 3.007132 -0.0078 0.0565 -0.0154 0.00
H -3.935251 2.104370 -0.431700 0.0271 0.0105 -0.0024 0.00
H -4.891364 4.048306 -1.598857 0.0495 -0.0175 -0.0343 0.00
H -4.220919 4.561651 -3.918772 0.0211 -0.0295 0.0157 0.00
H -2.570661 3.127083 -5.086656 -0.0518 -0.0073 0.0409 0.00
H -1.610149 1.173734 -3.941366 -0.0168 0.0061 -0.0024 0.00
H -1.085998 -2.862098 -0.758436 -0.0030 0.0116 -0.0232 0.00
H -1.523724 -4.984475 -1.937541 -0.0351 0.0278 -0.0199 0.00
H -2.955058 -5.004019 -3.956057 -0.0016 0.0356 0.0276 0.00
H -3.964897 -2.905565 -4.789054 0.0179 -0.0227 0.0464 0.00
H -3.530045 -0.773999 -3.628218 0.0348 -0.0303 -0.0079 0.00
```
Forces are in eV/Å.

Results
Total energy, eV: -236273.2440
<S²>: 0.7745
2S+1: 2
Kohn-Sham gap (spin up / spin down), eV: 6.10 / 5.45
ΔE to the lowest compared entry with this formula, charge and spin, kJ/mol: 312.3
Net charge: +1